1.
The following is a quantum chemistry calculation of an isolated molecule of C6H8N4O at a distorted geometry, from the OMol25 dataset.

Summary:
HOMO ... -7.885 eV
SMILES ... CONn1cncc1C=C=N

Structure (ORCA input):
```
! RIJCOSX wB97M-V def2-TZVPD def2/J DEFGRID3
* xyz 0 1
C -2.908 0.809 0.027
O -1.684 0.053 0.126
N -0.744 0.314 -0.889
N 0.424 0.738 -0.344
C 0.656 2.065 -0.013
N 1.822 2.243 0.544
C 2.390 0.961 0.609
C 1.509 -0.016 0.164
C 1.685 -1.446 0.182
C 0.912 -2.473 -0.139
N 0.412 -3.518 -0.548
H -2.515 1.820 0.269
H -3.640 0.553 0.802
H -3.187 0.666 -1.082
H -0.603 -0.478 -1.466
H -0.187 2.850 -0.224
H 3.365 0.746 1.062
H 2.433 -1.731 0.878
H -0.138 -4.159 0.042
*
```

Here are the Mulliken charges for atoms 1 to 2, given in e: -0.449 -0.156



2.
The following is a quantum chemistry calculation of an isolated molecule of C6H8N4O4 at a distorted geometry, from the OMol25 dataset.

Summary:
HOMO (spin up / spin down) ... -8.529 / -8.528 eV
SMILES ... CC1=[N+]([O-])O[C@@](N)(Oc2ncc[nH]2)O1

Structure (ORCA input):
```
! RIJCOSX wB97M-V def2-TZVPD def2/J DEFGRID3
* xyz 0 1
C -2.091 -1.960 -2.261
C -1.214 -0.857 -1.816
N -1.480 0.445 -1.746
O -2.267 1.212 -2.253
O -0.299 1.107 -0.946
C 0.609 0.129 -0.845
N 1.660 -0.009 -1.869
O 1.360 0.210 0.309
C 0.793 0.486 1.523
N -0.402 0.601 2.004
C -0.178 1.036 3.316
C 1.159 1.089 3.560
N 1.804 0.783 2.386
O -0.149 -1.099 -0.986
H -2.926 -1.468 -2.682
H -2.319 -2.521 -1.457
H -1.802 -2.717 -2.962
H 2.534 -0.350 -1.507
H 1.978 0.824 -2.315
H -1.126 1.216 3.807
H 1.608 1.259 4.483
H 2.748 0.583 2.257
*
```

Here are the Mulliken charges for atoms 1 to 2, given in e: -1.287 0.586



3.
The following is a quantum chemistry calculation of the ion C6H8N5O2S with charge -1 at a distorted geometry, from the OMol25 dataset.

Summary:
HOMO ... -4.940 eV
SMILES ... CCO[C@]([O-])(N=C=S)n1cnc(N)n1

Structure (ORCA input):
```
! RIJCOSX wB97M-V def2-TZVPD def2/J DEFGRID3
* xyz -1 1
C -1.443 2.254 2.504
C -1.311 1.943 0.985
O -0.319 0.941 0.877
C 0.040 0.677 -0.441
O 0.434 1.505 -1.214
N -1.373 0.047 -0.975
C -1.979 -0.412 -1.865
S -2.946 -0.846 -3.033
N 0.872 -0.523 -0.373
C 1.902 -0.743 0.493
N 2.583 -1.837 0.180
C 1.903 -2.303 -0.913
N 2.032 -3.509 -1.563
N 0.825 -1.568 -1.189
H -0.916 1.457 3.098
H -0.860 3.180 2.695
H -2.484 2.319 2.940
H -1.094 2.915 0.425
H -2.231 1.453 0.565
H 2.177 0.076 1.087
H 2.926 -3.410 -2.149
H 1.263 -3.613 -2.134
*
```

Here are the Mulliken charges for atoms 1 to 2, given in e: -0.990 -0.322



4.
The following is a quantum chemistry calculation of an isolated molecule of C6H8N6OS at a distorted geometry, from the OMol25 dataset.

Summary:
HOMO ... -7.513 eV

Structure (ORCA input):
```
! RIJCOSX wB97M-V def2-TZVPD def2/J DEFGRID3
* xyz 0 1
C 1.888 1.775 -2.196
C 0.256 0.751 -0.854
C -1.696 -0.267 0.376
C -2.038 -0.709 1.830
C 0.450 -0.501 1.403
C 1.464 1.306 -0.917
N 3.146 2.898 -3.585
N 3.101 2.317 -2.401
N 1.222 2.118 -3.356
N 2.047 2.785 -4.158
N -0.236 0.027 0.434
N 2.500 1.135 0.128
O -0.517 0.566 -1.769
S -0.460 -1.338 2.568
H -1.828 -1.015 -0.406
H -2.374 0.574 0.152
H -2.435 0.151 2.497
H -2.721 -1.588 1.700
H 1.599 -0.488 1.359
H 0.260 1.894 -3.603
H 2.933 2.019 0.305
H 3.257 0.718 -0.382
*
```

Here are the Mulliken charges for atoms 1 to 2, given in e: 0.219 0.324



5.
The following is a quantum chemistry calculation of the ion C6H8NO with charge +1 at a distorted geometry, from the OMol25 dataset.

Summary:
HOMO ... -12.163 eV

Structure (ORCA input):
```
! RIJCOSX wB97M-V def2-TZVPD def2/J DEFGRID3
* xyz 1 1
C -0.101 1.281 0.038
C 1.284 1.213 0.189
C -0.629 -0.086 -0.305
C -1.808 -0.569 0.545
C 0.605 -1.012 -0.119
C 1.830 -0.037 0.038
N -2.945 -0.114 0.195
O 3.081 -0.313 0.157
H -0.697 2.233 0.011
H 1.859 2.065 0.571
H -0.675 -0.008 -1.356
H 0.672 -1.782 0.697
H 0.689 -1.716 -0.971
H -2.945 0.632 -0.373
H -3.752 -0.564 0.622
H 3.532 -1.222 0.059
*
```

Here are the Mulliken charges for atoms 1 to 2, given in e: -0.282 -0.689



6.
The following is a quantum chemistry calculation of an isolated molecule of C6H8NO2P at a distorted geometry, from the OMol25 dataset.

Summary:
HOMO (spin up / spin down) ... -8.156 / -8.207 eV

Structure (ORCA input):
```
! RIJCOSX wB97M-V def2-TZVPD def2/J DEFGRID3
* xyz 0 1
C 1.153 -1.319 1.057
C 0.680 -0.837 2.177
C 0.769 -0.766 -0.213
C -0.643 1.182 1.406
C 1.427 -1.182 -1.484
C -0.929 1.066 -1.739
N -1.924 1.372 1.880
O -2.028 1.748 3.064
O -2.764 1.447 0.972
P -0.583 0.303 -0.139
H 1.935 -2.180 1.202
H 0.938 -0.995 3.263
H 0.881 -1.019 -2.337
H 1.764 -2.177 -1.402
H 2.227 -0.405 -1.613
H -0.001 1.530 -1.903
H -1.670 1.881 -1.674
H -1.231 0.349 -2.518
*
```

Here are the Mulliken charges for atoms 1 to 2, given in e: -0.182 -0.698